(1)
ORCA calculation (the ωB97M-V functional and the def2-TZVPD basis) on a molecular structure, C11H30ClIO2P3Sn at a distorted geometry.

Output
- Net charge: +3
- E_LUMO (alpha / beta): -13.30 / -14.20 eV
- HOMO-LUMO gap (alpha / beta): 5.3 / 4.3 eV
- HOMO energy (alpha / beta): -18.65 / -18.48 eV

The geometry in XYZ format:
```
49
Properties=species:S:1:pos:R:3:mulliken_charge:R:1
C 0.01148 1.60857 -2.72839 -0.93
C 0.12756 1.61540 -1.26592 0.65
H -0.01622 2.62923 -3.12359 0.42
H -0.89233 1.09108 -3.07180 0.21
H 0.86603 1.07984 -3.15629 0.26
O 0.08324 2.46692 -0.43343 -0.20
I 0.26593 -3.07509 1.30298 -0.02
Sn -0.24402 -0.69162 -0.20545 1.02
P 2.54617 -0.34840 -0.20700 0.72
C 3.19510 0.88020 0.95095 -1.01
C 3.53548 -1.82991 0.15424 -1.16
H 4.56977 -1.68131 -0.18232 0.46
H 4.31952 0.07522 -1.78131 0.49
H 3.11132 -2.69230 -0.36728 0.40
H 2.83395 -0.46514 -2.59605 0.40
H 3.20052 0.48671 1.97993 0.23
H 3.53181 -2.05202 1.22546 0.40
C 3.23135 0.17154 -1.80408 -1.27
H 4.22464 1.15409 0.67156 0.47
H 2.97709 1.20673 -2.02943 0.39
H 2.56836 1.78393 0.93595 0.34
P -2.71526 -0.29819 -0.12562 0.90
C -3.23046 0.94553 1.03243 -0.98
C -3.31986 0.20010 -1.74779 -1.28
H -3.10390 -2.67507 -0.22768 0.35
H -4.59289 -1.69972 -0.05710 0.48
H -3.53229 -1.98868 1.35864 0.38
C -3.55042 -1.80974 0.27663 -1.17
H -2.90710 -0.42412 -2.54096 0.40
H -4.40377 0.07343 -1.71214 0.49
H -4.33099 0.95550 1.03883 0.46
H -2.86795 1.93647 0.73036 0.40
H -3.08608 1.24615 -1.94773 0.38
H -2.85376 0.73410 2.04068 0.16
Cl -0.10190 -1.77761 -2.36956 -0.30
C -1.25879 0.92361 5.13478 -1.27
P -0.08030 0.16586 4.02920 0.92
C 1.51459 0.82795 4.45808 -1.14
C -0.06856 -1.55154 4.51444 -1.16
O -0.40897 0.38772 2.56591 -0.56
H -0.96197 0.76056 6.17368 0.45
H -2.25907 0.49547 4.98261 0.37
H -1.30975 2.00597 4.94548 0.36
H 1.59787 0.96046 5.54791 0.43
H 2.30169 0.13708 4.11603 0.27
H 1.66237 1.80853 3.96783 0.35
H -0.94114 -2.07816 4.10391 0.32
H 0.83231 -2.03192 4.10924 0.30
H -0.07038 -1.64330 5.61205 0.42
```

***

(2)
ORCA calculation (the ωB97M-V functional and the def2-TZVPD basis) on a molecular structure, C11H30Cu3O13 at a distorted geometry.

Output
- Net charge: +1
- E_LUMO: -5.63 eV
- HOMO-LUMO gap: 6.4 eV
- HOMO energy: -12.06 eV
- Relative energy (zero: lowest compared OMol25 entry of this formula, charge and spin): 49.8 kcal/mol

The geometry in XYZ format:
```
57
Properties=species:S:1:pos:R:3:mulliken_charge:R:1
Cu 1.56987 -2.51437 -1.05358 0.45
Cu -3.39218 -0.86246 0.38083 0.64
Cu -0.84129 -2.52606 2.14582 0.68
C -0.21916 -0.82843 -0.13673 0.88
O -0.16866 -1.03449 -1.37909 -1.03
O 0.80688 -1.22212 0.57441 -0.24
O -1.28193 -0.46552 0.50734 0.16
C -4.26362 -3.14056 -3.29998 -0.73
C -3.05216 -2.23926 -3.16328 0.03
O -2.45479 -2.49558 -1.86920 -0.52
O -3.90225 -4.49107 -3.59560 -0.51
H -4.85564 -2.78845 -4.15082 0.33
H -5.01149 -3.17977 -2.50270 0.32
H -3.36112 -1.19110 -3.12791 0.23
H -2.31476 -2.49219 -3.92511 0.27
H -1.71820 -1.85993 -1.78247 0.30
H -3.92827 -4.99870 -2.78187 0.30
C 2.54119 1.85039 -0.85952 -0.06
C 2.83363 1.13652 -2.14931 -0.23
O 4.25865 1.10084 -2.41957 -0.54
O 2.69125 1.05474 0.29421 -0.54
H 1.49907 2.19311 -0.90588 0.10
H 3.20723 2.71205 -0.89815 0.29
H 2.36766 1.67640 -2.98174 0.47
H 2.46964 0.10033 -2.19861 -0.09
H 4.34338 1.74685 -3.12516 0.35
H 2.12842 0.27594 0.24524 0.00
C -0.30649 0.55494 4.20973 -0.46
C -1.26327 1.58149 3.64753 -0.53
O -0.92336 2.09990 2.38899 -0.52
O -0.23054 -0.73291 3.53729 -0.55
H -0.43853 0.49245 5.28664 0.47
H 0.65891 1.04459 4.02539 0.22
H -1.35015 2.45570 4.29542 0.43
H -2.30204 1.20719 3.70501 0.21
H -1.05570 1.46154 1.67879 0.16
H -0.26024 -0.40460 2.61439 0.33
C -1.64558 2.44584 -1.95031 0.17
C -2.56646 3.57129 -2.47072 -0.71
O -3.88292 3.39742 -2.00559 -0.52
O -2.25443 1.15810 -2.16178 -0.56
H -1.46846 2.56050 -0.87851 0.11
H -0.73306 2.46424 -2.55117 0.12
H -2.54622 3.51318 -3.56048 0.29
H -2.16552 4.51103 -2.08706 0.38
H -4.17453 4.13793 -1.47319 0.31
H -1.71738 0.58302 -1.61604 0.24
C 3.32274 -1.15882 3.17729 -0.13
C 4.74591 -1.64268 2.88823 -0.49
O 5.65056 -0.79596 3.59172 -0.53
O 2.37236 -1.97668 2.53264 -0.56
H 3.14512 -0.13639 2.82711 0.19
H 3.16129 -1.18181 4.25989 0.33
H 5.01788 -1.48571 1.83699 0.28
H 4.84474 -2.67266 3.24816 0.26
H 6.54358 -1.02104 3.32138 0.31
H 1.87048 -1.54821 1.84069 0.43
```

***

(3)
ORCA calculation (the ωB97M-V functional and the def2-TZVPD basis) on a molecular structure, C11H30CuO13 at a distorted geometry.

Output
- Net charge: -1
- E_LUMO: 2.10 eV
- HOMO-LUMO gap: 5.3 eV
- HOMO energy: -3.21 eV
- Relative energy (zero: lowest compared OMol25 entry of this formula, charge and spin): 46.6 kcal/mol

The geometry in XYZ format:
```
55
Properties=species:S:1:pos:R:3:mulliken_charge:R:1
Cu 0.37804 0.27367 -0.98664 0.81
C 2.55315 1.66454 -0.27234 0.45
O 3.75342 2.06080 -0.29956 -0.83
O 2.41892 0.37989 -0.11862 -0.70
O 1.55252 2.41716 -0.55570 -0.72
C 2.00073 -2.41375 2.53542 -0.43
C 3.56224 -2.11542 2.45407 -0.35
O 3.77592 -0.78781 2.12140 -0.48
O 1.34145 -2.13155 1.34924 -0.48
H 1.53771 -1.82022 3.33351 0.19
H 1.83617 -3.42213 2.92515 0.41
H 4.01552 -2.84914 1.77819 0.20
H 4.00342 -2.28444 3.44041 0.40
H 3.22580 -0.50402 1.36427 0.25
H 1.43081 -1.19084 1.15441 0.13
C 1.71866 -3.64171 -2.13861 -0.41
C 1.75759 -2.29519 -2.83237 -0.60
O 0.67519 -1.43940 -2.47889 -0.32
O 2.17132 -3.51809 -0.80854 -0.44
H 2.40745 -4.37038 -2.56431 0.31
H 0.67129 -3.96491 -2.09511 0.28
H 1.72270 -2.48317 -3.91359 0.30
H 2.72693 -1.81610 -2.69928 0.37
H -0.03934 -2.03305 -2.73393 0.15
H 1.59316 -3.13400 -0.13246 0.39
C -1.25696 3.52047 -1.86122 -0.65
C -1.43904 4.02724 -0.44349 0.16
O -0.26845 4.70994 0.01842 -0.60
O -0.57978 2.29160 -1.80203 -0.41
H -0.89382 4.29869 -2.54187 0.26
H -2.18613 3.32700 -2.41353 0.29
H -1.49242 3.23332 0.30564 -0.25
H -2.30755 4.67533 -0.31103 0.36
H 0.47326 4.08724 -0.08414 0.39
H 0.28577 2.64659 -1.50840 0.59
C -3.16672 -0.44515 -0.97188 -0.25
C -4.22765 0.38030 -1.81114 -0.41
O -4.84107 -0.49910 -2.71620 -0.55
O -1.96297 -0.60905 -1.67504 -0.25
H -3.71269 -1.32715 -0.63110 0.40
H -2.93163 0.19782 -0.12237 0.12
H -3.74534 1.15786 -2.40353 0.12
H -4.85740 0.84901 -1.05065 0.36
H -5.72014 -0.78218 -2.45877 0.30
H -2.09433 -1.40435 -2.20096 0.15
C -0.12128 0.89261 3.39151 -0.55
C -0.84455 1.11978 2.10271 -0.25
O -0.89275 -0.04031 1.32042 -0.25
O -0.75935 -0.10495 4.16550 -0.56
H -0.16905 1.75822 4.06052 0.50
H 0.93736 0.68106 3.21640 0.18
H -0.23769 1.88583 1.61162 0.02
H -1.81563 1.61570 2.19820 0.35
H -1.31367 -0.81738 1.69494 0.21
H -0.64909 0.09325 5.09538 0.31
```

***

Q: The lowest net charge belongs to which entry?
A: C11H30CuO13